1.
Molecular formula: C5H8N4O
Method: DFT, ωB97M-V/def2-TZVPD

Output
charge	0
SMILES string	CC(=O)Cn1nnc(C)n1
LUMO energy	0.5	eV
energy above the lowest of the compared OMol25 structures with the same formula, charge and spin	331.5	kJ/mol
gap between HOMO and LUMO	10.1414	eV

Structure (XYZ):
```
18
C5H8N4O | the OMol25 dataset | ωB97M-V/def2-TZVPD
C 0.9072 -0.2691 -1.6441
H 1.0080 0.6390 2.1636
C -1.8251 0.5949 1.2346
O -1.3951 -0.6851 3.1259
C 0.5829 -0.3747 1.8173
H 0.2278 1.4834 -2.7455
H -2.5762 0.9410 1.9546
H 0.2481 0.1185 -3.8263
N 1.3678 -1.5411 -1.5042
C 0.7420 0.4995 -2.9564
H 1.1081 -1.1769 2.5035
H -2.5054 -0.0602 0.5201
H -1.4427 1.4387 0.7321
N 0.6080 0.2824 -0.4742
H 1.7169 0.7867 -3.2351
C -0.9390 -0.1313 2.1708
N 0.8049 -0.6654 0.4216
N 1.3620 -1.8802 -0.2583
```



2.
Molecular formula: C4H6N2O
Method: DFT, ωB97M-V/def2-TZVPD

Output
charge	0
LUMO energy	0.6	eV
energy above the lowest of the compared OMol25 structures with the same formula, charge and spin	449.7	kJ/mol
gap between HOMO and LUMO	8.9058	eV

Structure (XYZ):
```
13
C4H6N2O | the OMol25 dataset | ωB97M-V/def2-TZVPD
N 0.2157 -2.0399 -0.0350
C -0.7150 0.3134 0.3260
H -0.2007 -2.3254 0.8537
C 0.1676 -0.6373 -0.1588
N 1.2296 0.1128 -0.7099
C -0.2132 1.6275 0.0697
O -1.8653 -0.0404 0.9789
H -0.3155 -2.5060 -0.7755
C 0.9553 1.6404 -0.6965
H -0.6986 2.5454 0.4058
H -2.3071 0.7809 1.2637
H 1.9438 0.7935 -0.0579
H 1.8033 -0.2649 -1.4642
```



3.
Molecular formula: C30H26CeCl3N5O6S4
Method: DFT, ωB97M-V/def2-TZVPD

Output
charge	0
LUMO energy (spin up / spin down)	-1.9 / -2.0	eV
energy above the lowest of the compared OMol25 structures with the same formula, charge and spin	41.8	kJ/mol
gap between HOMO and LUMO (spin up / spin down)	5.5542 / 5.4632	eV

Structure (XYZ):
```
75
C30H26CeCl3N5O6S4 | the OMol25 dataset | ωB97M-V/def2-TZVPD
C 3.7464 1.5312 -5.1164
C -0.4224 -0.3208 6.0868
C -1.7519 -0.6292 6.3708
C -0.8566 0.8181 -1.7535
C 1.9353 2.5756 -3.8899
H -1.5556 4.7675 -4.0756
H -2.3642 -8.0037 2.9636
O 0.2813 4.0743 -4.7456
S 1.6185 4.2687 0.0416
H -0.7181 -6.1920 0.0924
C -0.0227 -0.2466 4.7624
O 1.5727 -0.1150 3.0315
C -2.1431 -0.7416 4.0122
Cl 6.1707 1.0281 -4.0809
S 1.5907 7.2827 -1.6537
H -3.1315 -5.8747 1.9452
H -0.6203 5.7861 -5.2035
C -1.4016 -5.5789 0.6980
H -1.5308 2.3771 -3.8029
Cl 2.2857 6.6274 -4.4912
C -2.6197 -0.8670 5.3078
H -0.4599 1.5419 -4.9565
O -4.0943 -1.5554 2.9268
H 0.8423 -6.2071 2.1878
C -0.5501 5.1375 -4.3233
N -0.3591 0.8790 -3.0016
C 1.4578 -0.0979 4.2907
H 4.1173 1.0918 -6.0282
H -1.9285 -4.8862 0.0400
H -1.6230 -5.8526 3.9628
H -1.5550 5.5459 -1.6377
C 0.2847 -0.9682 -2.0343
C 0.5149 3.0776 -3.7663
O 2.3348 -0.0565 5.1392
H 2.4602 3.2166 -1.9096
O -2.4272 -0.7620 1.6600
C 0.0052 5.8952 -3.1504
C -2.3910 -6.4861 1.4265
C 1.2133 6.5323 -3.1655
H 0.7235 -1.9173 -1.7840
Cl 1.5020 1.8810 -6.4936
N -0.4917 -0.2902 -1.1354
C -1.6554 -7.3646 2.4343
H -0.1158 6.9300 0.0329
C -0.2587 -3.6002 1.4128
N 0.0896 -2.5154 1.2189
N -0.8769 -0.4282 3.7542
O -2.1509 -0.7213 7.6660
C 0.9930 2.7761 0.3936
H -3.6526 -1.1392 5.4662
C 4.0929 2.2327 -2.8413
H -2.9092 -7.1087 0.6960
H -3.0936 -0.9301 7.7040
H -0.3639 -7.0848 4.1463
C 0.0776 -5.5832 2.6726
S -0.5968 2.6327 1.0923
Ce -0.1398 -0.0700 1.4296
H -1.4720 1.5907 -1.3213
C 0.1133 6.7211 -0.9903
H 0.8719 -0.4534 -4.1232
H 0.5754 -4.8923 3.3556
C 2.4457 2.0021 -5.0504
C -0.5346 1.9462 -3.9439
H 0.3987 3.4952 -2.7572
C 4.5560 1.6333 -3.9978
C -0.9077 -6.4754 3.4228
S 1.8787 1.3430 0.0255
H -0.9441 -8.0110 1.9119
N -0.6283 -4.8155 1.6609
C -0.6169 6.0098 -1.8813
C 0.3750 -0.2536 -3.1941
C 2.7967 2.7133 -2.8067
H 0.2882 -0.1450 6.8756
C -2.9934 -1.0460 2.7551
H 4.7191 2.3256 -1.9693
```



4.
Molecular formula: C9H8ClNOP
Method: DFT, ωB97M-V/def2-TZVPD

Output
charge	+1
SMILES string	OP(Cl)c1cccc2cc[nH+]cc12
LUMO energy	-5.0	eV
gap between HOMO and LUMO	7.4359	eV

Structure (XYZ):
```
21
C9H8ClNOP | the OMol25 dataset | ωB97M-V/def2-TZVPD
C -0.3187 -0.4015 -1.4893
N 0.7314 -0.6369 -2.2650
C 1.3957 0.1119 1.8239
C 2.0216 -0.6369 -1.7970
P -3.0389 0.2813 0.1847
C 0.3121 0.3973 2.6224
H 2.4275 0.0758 2.1810
Cl -3.4844 -1.4484 -0.8893
C -1.0211 0.4124 2.0811
H 3.2907 -0.4141 -0.0987
O -2.9331 1.5234 -0.9283
H -2.1539 2.0655 -0.7223
H 0.5478 -0.7999 -3.2518
C -0.1401 -0.1286 -0.1182
C -1.2540 0.1728 0.7546
H 0.5261 0.6162 3.6744
H 2.8174 -0.8198 -2.5219
C 1.1756 -0.1479 0.4327
H -1.3093 -0.4282 -1.9514
H -1.8580 0.6249 2.7554
C 2.2659 -0.4193 -0.4769
```



5.
Molecular formula: C29H45FP2Tc
Method: DFT, ωB97M-V/def2-TZVPD

Output
charge	+2
LUMO energy (spin up / spin down)	-7.3 / -7.8	eV
energy above the lowest of the compared OMol25 structures with the same formula, charge and spin	769.5	kJ/mol
2S+1	4
gap between HOMO and LUMO (spin up / spin down)	4.7779 / 5.5628	eV

Structure (XYZ):
```
78
C29H45FP2Tc | the OMol25 dataset | ωB97M-V/def2-TZVPD
H 2.4972 0.4036 2.3130
H 2.1097 4.4929 0.1528
H 1.7022 3.1565 1.2379
C 3.3762 4.0011 -2.0662
C 0.8790 -0.6419 -1.7599
H -0.7006 1.2723 -5.1804
H 4.0075 2.3251 -3.2523
H 2.7737 -0.6628 -0.7859
H -3.1099 1.3664 -0.2163
H -0.1478 3.0388 1.7029
C -0.4826 1.1162 0.7482
C 0.2184 -1.0159 1.4492
H -0.3671 4.2733 -1.8260
H -2.3345 0.7466 -4.7465
H 4.3675 0.4400 -1.3985
C 2.6519 3.3810 -4.4878
C 1.4047 -3.3732 -2.2167
H 0.5124 -2.6487 2.8182
C -2.9216 0.3316 0.0439
C 1.1857 3.1533 -4.7767
H 3.3290 5.9383 -2.8392
C -1.6803 -2.4830 0.5216
C 2.3327 -2.5917 -1.5707
C 1.0157 -2.1591 1.9665
H -3.5501 2.1951 -2.2851
C 3.1695 3.0229 -3.1238
H -0.5307 -3.4612 -3.0745
F 1.6581 -4.6903 -2.4198
C 2.0331 2.3262 -2.1668
C -1.5025 0.0821 0.3540
C 2.4949 3.5671 0.6098
H 0.7541 6.1692 -2.2768
H 3.4384 3.7579 1.1603
C -0.9633 2.4152 1.2961
C 0.1932 -2.8328 -2.5839
C 2.0625 -1.2586 -1.3492
C 0.5520 0.3406 1.5124
H 1.2574 0.6078 3.5501
C -0.0473 -1.5065 -2.3479
H 3.1776 2.7966 -5.2591
H 0.8896 3.8937 -5.5477
H -1.0330 -1.1212 -2.5689
H 1.1471 -2.9471 1.1951
H 5.2501 2.0123 -1.4548
H -2.9806 3.5653 -3.1646
H -3.5962 0.0571 0.8778
H 1.2467 5.6514 -3.7958
C 2.6900 5.3025 -2.2214
C -1.0282 -1.1714 0.7742
P 2.9759 2.3333 -0.5906
H 2.0043 -1.8535 2.2973
H -0.8114 3.5823 -4.2519
H 4.9104 1.2122 0.1501
H -2.5616 -2.3802 -0.1138
H 2.0301 1.5529 -2.9206
H 3.0021 4.3415 -4.8839
C 1.2636 5.3312 -2.7642
C 4.5165 1.4054 -0.8685
H 1.0832 2.2182 -5.3325
H -0.9223 -0.1547 -4.1960
C 1.5146 0.8468 2.5051
H 1.6106 1.9093 2.4566
H 3.2713 -3.0326 -1.2604
C 0.4341 4.0941 -2.5255
C 0.0249 3.1709 -3.6535
Tc 0.4727 1.4208 -1.3331
P -1.1578 1.9129 -2.9514
H -0.9915 -3.1951 0.0345
H 2.7541 5.8325 -1.2750
C -2.6712 2.8224 -2.4232
H 1.2803 3.4856 -1.9695
H -2.5812 3.3739 -1.4809
H -1.5087 3.0204 0.5414
H -3.1995 -0.2971 -0.8128
H -1.9930 -2.9485 1.4660
C -1.3157 0.8554 -4.3551
H 4.3523 4.0227 -1.6001
H -1.6464 2.2258 2.1260
```